# 1
{
  "formula": "C10H32O6",
  "method": "ωB97M-V/def2-TZVPD",
  "e_lumo_ev": 0.54,
  "e_above_lowest_kcal_mol": 55.3,
  "homo_energy_ev": -9.94,
  "fmax_ev_per_a": 3.17,
  "smiles": "CCO.CCO.CCO.CCO.CCO.O",
  "species": ["O", "H", "H", "C", "C", "O", "H", "H", "H", "H", "H", "H", "C", "C", "O", "H", "H", "H", "H", "H", "H", "C", "C", "O", "H", "H", "H", "H", "H", "H", "C", "C", "O", "H", "H", "H", "H", "H", "H", "C", "C", "O", "H", "H", "H", "H", "H", "H"],
  "coordinates": [[-0.1247, -0.9703, -0.0958], [0.1617, -0.7778, 0.7971], [0.0591, -1.9026, -0.2110], [6.0645, 0.0756, 4.7346], [5.3812, -1.0323, 3.8369], [3.9287, -0.8226, 3.9852], [5.7440, -0.0473, 5.7692], [5.7390, 1.0402, 4.3452], [7.1535, 0.0403, 4.7036], [5.6223, -1.9741, 4.3298], [5.6589, -1.0896, 2.7844], [3.6023, -1.1149, 4.8394], [-1.6928, 2.5030, -6.9458], [-1.1762, 1.5618, -5.9337], [-2.1832, 1.0114, -5.2116], [-2.1546, 3.4168, -6.5718], [-2.4097, 2.0286, -7.6159], [-0.9062, 2.9283, -7.5691], [-0.5597, 2.0872, -5.2044], [-0.5784, 0.7542, -6.3563], [-1.8407, 0.6897, -4.3744], [2.3370, -5.9559, -0.9905], [1.0349, -6.4493, -1.6739], [-0.1012, -5.6813, -1.1860], [3.1069, -6.6475, -1.3325], [2.3786, -5.9723, 0.0986], [2.5030, -4.8956, -1.1808], [0.9308, -7.5072, -1.4330], [1.1216, -6.2255, -2.7372], [-0.7100, -6.2442, -0.7021], [-7.2285, -1.1194, -0.2137], [-7.9131, -0.7819, -1.5430], [-7.3521, -1.7070, -2.4427], [-7.7970, -0.6012, 0.5585], [-6.1865, -0.8101, -0.2961], [-7.3340, -2.1521, 0.1184], [-7.7769, 0.2602, -1.8319], [-8.9973, -0.8816, -1.4912], [-6.6229, -1.2838, -2.9018], [1.6950, 5.5887, 3.4971], [2.6158, 6.4665, 4.4279], [1.7738, 7.5270, 4.7877], [0.8382, 5.1428, 4.0021], [2.2872, 4.8218, 2.9978], [1.2343, 6.0297, 2.6132], [3.5727, 6.7615, 3.9971], [2.8901, 5.9100, 5.3240], [2.2107, 8.0021, 5.4983]],
  "forces_ev_per_a": [[-0.10, 0.17, -0.16], [0.08, 0.09, 0.23], [0.02, -0.29, -0.08], [-0.30, -0.58, -1.56], [-0.87, 0.66, 2.90], [0.87, -0.06, -1.28], [-0.08, 0.01, -0.10], [0.04, 0.10, 0.25], [0.04, -0.11, -0.06], [0.09, -0.33, -0.40], [-0.25, 0.42, 0.16], [0.45, -0.12, 0.09], [-0.30, 1.06, -1.39], [2.02, 0.52, 0.43], [-2.64, -1.17, 1.32], [-0.29, -0.30, 0.61], [-0.03, -0.10, 0.02], [0.34, -0.42, -0.11], [0.67, 0.36, -0.31], [0.32, 0.11, -0.51], [-0.09, -0.07, -0.04], [-0.60, -0.17, -0.06], [0.17, 1.33, 1.66], [0.45, -0.32, -0.32], [0.48, 0.54, -0.20], [-0.62, -0.56, 0.13], [0.34, -0.16, -0.67], [-0.25, -0.05, -0.44], [-0.10, -0.47, -0.04], [0.12, -0.10, -0.05], [-1.27, 1.03, 0.35], [0.45, -0.76, 1.11], [-0.27, -0.06, -1.40], [0.55, 0.59, 0.39], [-0.05, -0.10, 0.46], [0.21, -0.20, -0.74], [0.43, 0.07, -0.05], [-0.04, -0.51, -0.07], [0.01, -0.06, -0.08], [1.14, -0.31, -0.32], [-1.70, -1.39, -0.87], [0.20, 0.99, 0.40], [0.39, -0.07, 0.48], [0.11, -0.49, 0.48], [0.27, 1.13, 0.27], [-0.16, 0.27, -0.57], [-0.11, -0.43, 0.05], [-0.15, 0.29, 0.09]]
}

***

# 2
{
  "formula": "C4H19N10",
  "method": "ωB97M-V/def2-TZVPD",
  "e_lumo_ev": -2.06,
  "charge": 1,
  "e_above_lowest_kcal_mol": 0.0,
  "homo_energy_ev": -11.59,
  "fmax_ev_per_a": 4.38,
  "species": ["C", "C", "C", "C", "N", "N", "N", "N", "N", "N", "N", "N", "N", "N", "H", "H", "H", "H", "H", "H", "H", "H", "H", "H", "H", "H", "H", "H", "H", "H", "H", "H", "H"],
  "coordinates": [[-0.6031, -0.4895, 0.2493], [0.3563, 1.7506, -0.0646], [-2.0829, -0.3373, -0.2762], [3.2778, -0.5792, 0.2377], [0.1032, 0.5198, -0.4538], [-0.5551, -0.4326, 1.7193], [-0.1340, -1.8447, -0.1905], [-0.1410, 2.2495, 1.0990], [0.9506, 2.5952, -1.0450], [-2.0752, -0.3752, -1.7254], [-2.7747, -1.4426, 0.4051], [4.5388, -0.3358, -0.0839], [2.6252, -1.5912, -0.1350], [-2.5402, 0.9793, 0.2009], [2.7400, 0.0319, 0.9875], [0.3642, -0.1412, 2.1016], [-1.2432, -1.0543, 2.0976], [-0.5028, -2.6665, 0.2496], [-0.4572, -1.9636, -1.1868], [-0.0037, 3.2113, 1.5204], [-0.6132, 1.4154, 1.5760], [1.1735, 2.2326, -1.9015], [0.7714, 3.6075, -1.1354], [-1.2756, 0.3128, -2.0132], [-3.0080, -0.0100, -2.0517], [-3.0143, -2.1130, -0.3442], [-3.4912, -1.0714, 0.9963], [4.9139, 0.5462, 0.0205], [5.0469, -0.9948, -0.6500], [2.9947, -2.2335, -0.7993], [1.1093, -1.7566, -0.0652], [-3.1667, 0.6298, 1.0429], [-3.2839, 1.3512, -0.3818]],
  "forces_ev_per_a": [[-0.83, 1.38, 0.70], [-1.32, 0.51, -1.69], [0.62, 0.62, 0.95], [-0.50, -0.04, 0.92], [2.08, 0.21, -0.14], [0.57, 1.17, -1.98], [2.28, 0.59, -2.18], [0.61, -0.14, 0.78], [-0.81, 1.46, 3.49], [0.44, 1.08, -0.48], [0.60, -0.31, -1.96], [0.01, -1.13, -0.28], [-2.77, -0.99, 0.23], [-2.54, -2.01, 2.96], [0.77, 0.32, -0.70], [-1.29, -1.16, 0.04], [0.46, -0.34, 0.92], [-0.44, 0.06, 1.10], [0.84, 0.39, 0.82], [-0.13, -2.06, -1.04], [0.35, 2.24, -0.08], [0.46, -1.67, -2.12], [-0.07, -1.08, 0.86], [-1.99, -1.51, 0.56], [1.46, -0.56, 0.18], [-0.72, 0.37, 1.18], [-0.93, -0.67, -0.25], [0.95, 1.91, 0.43], [-0.05, 0.08, -0.10], [0.83, -0.30, -0.54], [-0.89, -0.30, -0.55], [1.74, 1.93, -1.49], [0.22, -0.05, -0.54]]
}

***

# 3
{
  "formula": "C3H10N2",
  "method": "ωB97M-V/def2-TZVPD",
  "e_lumo_ev": 1.20,
  "e_above_lowest_kcal_mol": 28.2,
  "homo_energy_ev": -8.87,
  "fmax_ev_per_a": 1.31,
  "smiles": "C=N.CCN",
  "species": ["C", "N", "H", "H", "H", "C", "C", "N", "H", "H", "H", "H", "H", "H", "H"],
  "coordinates": [[2.3485, -1.6178, -0.3378], [2.3106, -0.9929, 0.7477], [2.7698, -1.1893, -1.2304], [1.9921, -2.6157, -0.5081], [2.0409, -1.5363, 1.5627], [-0.7757, 0.1684, 0.8690], [-0.7826, 1.1906, -0.2680], [-1.9944, 1.0027, -1.0426], [-0.8388, -0.7986, 0.3662], [0.1411, 0.2385, 1.4452], [-1.6544, 0.2759, 1.4872], [-0.7095, 2.1972, 0.1682], [0.0589, 1.0896, -0.9392], [-2.8219, 0.9905, -0.4722], [-2.0846, 1.5971, -1.8478]],
  "forces_ev_per_a": [[-0.09, -0.34, -0.06], [0.85, 0.67, 0.31], [0.02, 0.72, -0.27], [-0.19, -0.83, 0.26], [-0.53, -0.24, -0.26], [0.40, -0.08, -1.24], [-0.56, 0.54, 0.67], [0.15, -0.61, -0.25], [0.10, -0.22, 0.35], [-0.05, -0.04, 0.18], [-0.21, 0.16, 0.33], [0.04, 0.05, -0.03], [0.37, -0.28, -0.03], [-0.20, 0.26, -0.03], [-0.12, 0.23, 0.07]]
}

***

# 4
{
  "formula": "C13H13N3OS",
  "method": "ωB97M-V/def2-TZVPD",
  "e_lumo_ev": -0.13,
  "e_above_lowest_kcal_mol": 57.0,
  "homo_energy_ev": -8.42,
  "fmax_ev_per_a": 4.04,
  "smiles": "[H]/N=c1/cc(C(C)(C)O)n2c(nc3ccccc32)s1",
  "species": ["N", "N", "O", "S", "C", "C", "C", "C", "C", "C", "C", "C", "C", "C", "N", "C", "C", "C", "H", "H", "H", "H", "H", "H", "H", "H", "H", "H", "H", "H", "H"],
  "coordinates": [[4.5168, -0.4324, 1.6099], [1.1104, 0.2328, -1.9474], [0.2814, 0.4761, 3.8318], [3.1801, 0.6490, -0.3962], [3.3211, -0.0940, 1.1942], [1.5421, 0.1975, -0.7212], [2.1947, -0.2632, 2.0757], [0.8797, -0.3259, 1.6264], [-2.2382, -1.2937, -2.5705], [-2.4868, -1.7549, -1.2576], [-1.0656, -0.6122, -2.9030], [-1.5641, -1.4653, -0.2376], [-0.1554, -0.3557, -1.8817], [-0.4230, -0.6869, -0.5515], [0.6479, -0.3055, 0.2191], [-0.4503, -1.6643, 3.2293], [-1.4847, 0.5147, 2.3147], [-0.1950, -0.2595, 2.7200], [5.3172, -0.2921, 0.9968], [0.7108, 1.3093, 3.5315], [2.4151, -0.3083, 3.1370], [-2.9930, -1.4333, -3.3181], [-3.3887, -2.3297, -1.0823], [-0.8212, -0.2976, -3.9101], [-1.7242, -1.9067, 0.7280], [-0.6678, -2.3509, 2.4110], [0.4837, -1.9910, 3.7049], [-1.3001, -1.6591, 3.9276], [-2.0223, 0.9455, 3.1529], [-1.2751, 1.3126, 1.5531], [-2.2023, -0.1334, 1.8885]],
  "forces_ev_per_a": [[-2.12, 0.42, 0.36], [-0.29, -0.37, 0.40], [1.32, 0.53, 0.34], [-0.42, 0.13, 0.39], [3.93, -0.89, 0.33], [0.24, 0.29, -0.85], [-2.64, -0.03, -1.06], [2.76, 0.70, 0.49], [0.49, 0.44, 0.42], [1.15, 0.77, -0.22], [-0.37, -0.37, 0.38], [-0.19, 0.00, -0.88], [0.36, 0.58, 0.37], [-2.46, -1.69, 0.01], [0.65, 0.38, 0.68], [-0.11, -0.05, 0.23], [0.65, 0.34, -1.17], [-1.36, 0.94, -0.42], [-0.51, 0.16, -0.41], [-0.54, -0.83, 0.18], [-0.11, 0.05, -0.21], [-0.17, -0.24, -0.35], [0.17, 0.04, 0.24], [-0.17, -0.05, 0.02], [0.00, 0.15, 0.27], [-0.01, 0.03, 0.06], [-0.42, -0.09, 0.09], [0.41, -0.10, -0.06], [0.58, 0.10, 0.42], [-0.12, -0.59, 0.75], [-0.70, -0.74, -0.82]]
}